Record 1
{"formula": "C14H20N4O3", "method": "ωB97M-V/def2-TZVPD", "energy_ev": -26946.1553, "e_lumo_ev": 0.707, "relative_energy_kcal_mol": 19.5, "elements": ["O", "O", "O", "N", "N", "N", "N", "C", "C", "C", "C", "C", "C", "C", "C", "C", "C", "C", "C", "C", "C", "H", "H", "H", "H", "H", "H", "H", "H", "H", "H", "H", "H", "H", "H", "H", "H", "H", "H", "H", "H"], "coordinates": [[3.37799, 0.37488, 2.21160], [0.02303, 1.95877, 0.23668], [0.21679, -0.14871, 1.00425], [2.50623, -0.58600, -1.67109], [3.09988, -1.12411, 0.53239], [2.80948, -2.82347, -0.87262], [3.30826, -2.28479, 1.20632], [3.08275, 0.17299, 1.04697], [2.44997, 0.70040, -1.26505], [2.07504, 1.66407, -2.34978], [3.10521, -3.26778, 0.30930], [-2.24306, -0.68327, -0.48811], [0.98891, 2.44658, 1.16880], [2.38716, 2.48895, 0.53076], [-0.23282, 0.64592, 0.21750], [2.78184, -1.46972, -0.76413], [-5.27192, -1.44587, -0.08713], [-1.15183, 0.29318, -0.92762], [-3.23284, -0.02036, 0.46800], [2.69973, 1.10883, 0.02741], [-4.30028, -0.98138, 0.99177], [-2.76428, -1.04897, -1.37299], [-3.71960, 0.81798, -0.03695], [2.86401, 2.40053, -2.49281], [-0.52685, -0.17461, -1.69346], [-1.77031, -1.53212, 0.00921], [1.00646, 1.78956, 2.04356], [-4.76459, -2.04084, -0.84177], [-2.67685, 0.38191, 1.31840], [-3.81211, -1.84909, 1.44035], [0.65587, 3.44605, 1.45417], [-4.86481, -0.47646, 1.77921], [3.10055, 2.76507, 1.30818], [1.15474, 2.18806, -2.10120], [-6.05771, -2.05648, 0.35179], [1.93593, 1.10826, -3.27197], [-1.58058, 1.20911, -1.33483], [2.41274, 3.22451, -0.27065], [-5.73559, -0.59105, -0.57503], [3.19573, -4.30680, 0.55792], [3.46776, -2.27373, 2.20269]], "atomic_forces_ev_per_a": [[-0.04, -0.06, 0.36], [-0.06, 0.34, -0.20], [-0.10, -0.05, 0.11], [-0.16, -0.28, -0.51], [-0.14, -0.30, -0.72], [-0.08, -0.50, -0.45], [0.07, 0.17, 0.33], [0.10, 0.05, -0.27], [0.20, -0.04, 0.24], [0.01, 0.03, 0.02], [0.04, 0.22, 0.06], [0.00, 0.29, 0.07], [0.41, 0.09, 0.46], [-0.30, -0.30, 0.02], [-0.24, -0.23, -0.15], [0.14, 0.47, 0.69], [0.13, -0.01, 0.22], [-0.07, -0.19, 0.10], [0.04, -0.35, 0.04], [0.16, 0.18, 0.06], [-0.03, 0.21, -0.13], [0.03, -0.07, -0.03], [0.00, 0.10, 0.01], [0.01, 0.12, -0.03], [0.06, 0.08, -0.03], [-0.02, -0.07, -0.05], [-0.02, 0.16, -0.09], [-0.01, -0.07, -0.13], [0.01, 0.10, 0.02], [0.01, -0.01, 0.11], [-0.01, -0.12, -0.02], [0.03, -0.07, 0.07], [-0.01, 0.11, -0.03], [-0.05, 0.10, -0.02], [-0.10, -0.07, -0.05], [0.00, 0.01, -0.04], [0.03, -0.03, -0.06], [0.04, 0.04, 0.01], [-0.08, 0.07, -0.10], [0.04, -0.18, 0.21], [-0.03, 0.05, -0.08]], "mulliken_charge": [-0.74, -0.39, -0.62, -0.72, 0.37, -0.65, -0.63, 0.92, 1.70, -1.33, -0.07, -0.75, -0.60, -1.30, 0.76, 0.32, -1.17, -0.65, -0.37, -0.26, -0.55, 0.42, 0.25, 0.39, 0.22, 0.30, 0.38, 0.31, 0.27, 0.32, 0.44, 0.34, 0.38, 0.31, 0.37, 0.37, 0.36, 0.33, 0.29, 0.45, 0.22]}

---

Record 2
{"formula": "C3H4O2S", "method": "ωB97M-V/def2-TZVPD", "energy_ev": -18105.2522, "e_lumo_ev": -0.569, "relative_energy_kcal_mol": 18.7, "elements": ["S", "O", "O", "C", "C", "C", "H", "H", "H", "H"], "coordinates": [[-1.03557, -0.86602, -2.58107], [0.28207, -0.22018, 1.80576], [1.76495, 0.94210, 0.64637], [-0.64614, -0.85321, -1.00352], [0.66079, 0.46893, 0.77732], [-0.38042, 0.48358, -0.32172], [1.07298, -0.26870, 2.45062], [-0.60034, -1.82387, -0.53222], [-1.28794, 1.10270, -0.11068], [0.16963, 1.03467, -1.13086]], "atomic_forces_ev_per_a": [[0.12, -0.16, 0.60], [1.03, -1.17, 3.27], [-0.33, 0.07, 0.23], [-0.72, 0.64, -1.08], [0.60, 0.45, -1.78], [0.96, 0.97, -1.49], [-1.63, 0.14, -1.29], [0.16, 0.11, 0.70], [0.57, -0.90, 0.14], [-0.77, -0.15, 0.70]], "mulliken_charge": [-0.20, -0.43, -0.55, -0.25, 0.57, -0.45, 0.36, 0.32, 0.35, 0.28]}

---

Record 3
{"formula": "C27H26Br2N8S2Ti", "method": "ωB97M-V/def2-TZVPD", "s2": 2.0231, "energy_ev": -225201.1771, "e_lumo_ev": [-6.163, -6.387], "spin_multiplicity": 3, "relative_energy_kcal_mol": 55.8, "charge": 2, "elements": ["Br", "Br", "Ti", "S", "S", "N", "N", "N", "N", "N", "N", "N", "N", "C", "C", "C", "C", "C", "C", "C", "C", "C", "C", "C", "C", "C", "C", "C", "C", "C", "C", "C", "C", "C", "C", "C", "C", "C", "C", "C", "H", "H", "H", "H", "H", "H", "H", "H", "H", "H", "H", "H", "H", "H", "H", "H", "H", "H", "H", "H", "H", "H", "H", "H", "H", "H"], "coordinates": [[-6.27129, 2.70211, -1.55415], [-5.97132, -5.20415, -0.87020], [-1.14101, -1.08285, -0.32782], [-0.90576, -1.10800, -2.76594], [0.93943, 2.53900, -1.69522], [0.25076, -2.74686, -1.02807], [-2.54272, 0.26302, -0.34000], [2.69116, 4.32029, -2.46613], [-2.55248, -2.30002, 0.25309], [2.41046, 4.34184, -0.22923], [1.50243, -2.21622, -2.94403], [0.12094, -0.58372, 1.04628], [4.30866, 1.26789, -0.33792], [0.63923, 3.89183, 1.43423], [2.94623, 4.05588, 2.09855], [-4.85002, 0.34410, -0.95188], [2.51443, -0.13087, 2.37064], [-3.72333, -0.36847, -0.57948], [2.36914, 0.21859, 1.03344], [2.61982, -3.14478, -2.64279], [3.45175, 0.80866, 0.27934], [-2.46122, 1.60583, -0.50939], [-3.54597, 2.36262, -0.87022], [1.50256, -3.33603, -0.48213], [0.38571, -2.09262, -2.27843], [0.28738, 3.64294, 2.75625], [2.04825, 3.79203, -1.41461], [1.25770, 3.60459, 3.75244], [1.16195, -0.01637, 0.40703], [-4.75966, 1.71582, -1.08408], [2.58546, 3.83307, 3.42080], [1.97644, 4.07147, 1.10193], [-4.62779, -4.02017, -0.37170], [-2.52257, -3.60588, 0.62871], [0.25939, -0.90223, 2.35011], [1.43664, -0.69160, 3.02984], [-3.52406, -4.48649, 0.34948], [-3.68561, -1.82635, -0.35522], [2.20013, -4.12901, -1.57301], [-4.71942, -2.69015, -0.70002], [2.48053, 3.96420, -3.37867], [-3.46364, -5.51975, 0.66468], [3.20057, 4.96329, -0.27314], [1.51457, -4.87505, -1.98247], [0.97439, 3.43037, 4.78591], [-1.47928, 2.04451, -0.37630], [-5.59145, -2.32246, -1.22559], [3.40214, 5.02939, -2.37676], [1.25349, -3.93071, 0.38947], [1.01617, 0.28400, -0.62254], [1.58904, -1.63836, -3.76861], [-0.75739, 3.51383, 3.01410], [-5.79219, -0.15415, -1.13470], [-0.46325, -3.45975, -1.10791], [-0.60941, -1.31856, 2.83521], [3.47514, -2.55891, -2.31110], [1.51191, -0.96476, 4.07538], [3.34661, 3.84557, 4.19370], [-1.64877, -3.92071, 1.18159], [-3.45591, 3.43503, -0.99717], [3.07253, -4.65482, -1.18661], [3.98712, 4.23321, 1.83895], [2.89889, -3.64433, -3.56542], [-0.11800, 3.99306, 0.67075], [3.45395, 0.04117, 2.87726], [2.14038, -2.51403, -0.16045]], "atomic_forces_ev_per_a": [[-0.06, 0.03, -0.03], [-0.09, -0.06, -0.01], [1.53, -0.46, -1.83], [0.16, -0.07, -0.29], [-0.04, 0.33, 0.22], [0.65, -0.42, -0.25], [-1.63, 1.66, -0.35], [0.01, -0.01, 0.04], [-2.08, -1.38, 0.51], [-0.33, -0.21, 0.01], [0.49, -0.13, 0.01], [1.87, 0.60, 1.84], [-0.33, -0.20, 0.27], [-0.04, 0.00, -0.01], [0.13, -0.02, 0.02], [-0.17, -0.39, -0.08], [0.23, 0.08, 0.08], [0.15, 0.52, 0.18], [0.26, 0.21, -0.22], [-0.12, 0.08, -0.03], [0.10, 0.17, -0.12], [-0.11, -0.46, 0.21], [-0.07, 0.16, -0.04], [-0.05, 0.05, -0.19], [-0.22, -0.18, -0.07], [0.09, -0.01, -0.03], [0.21, 0.07, 0.11], [-0.13, -0.03, 0.01], [-0.05, -0.10, 0.38], [-0.07, 0.20, -0.03], [0.08, -0.02, -0.01], [0.02, -0.22, -0.16], [-0.03, -0.26, 0.07], [0.04, 0.46, -0.02], [-0.06, 0.16, -0.18], [0.04, -0.05, 0.33], [-0.13, -0.22, 0.01], [0.18, -0.32, 0.35], [-0.08, 0.02, 0.05], [-0.17, 0.46, -0.21], [0.00, -0.06, -0.10], [0.02, 0.06, -0.01], [0.09, 0.12, 0.02], [0.04, -0.04, 0.02], [0.03, 0.04, -0.13], [0.02, 0.03, 0.06], [0.07, -0.02, 0.03], [-0.09, -0.01, -0.02], [-0.12, -0.08, 0.07], [0.05, 0.06, -0.23], [0.02, 0.07, -0.06], [0.04, 0.02, -0.01], [0.02, 0.03, 0.03], [-0.23, -0.16, -0.08], [-0.10, -0.09, 0.06], [0.03, 0.12, 0.01], [-0.03, 0.03, -0.09], [-0.06, -0.01, -0.08], [0.14, -0.02, 0.00], [0.01, -0.12, 0.02], [-0.01, 0.04, -0.03], [-0.11, -0.06, 0.03], [-0.05, -0.01, -0.12], [-0.01, -0.08, -0.04], [0.00, 0.01, 0.01], [0.02, 0.07, 0.13]], "mulliken_spin": [0.01, 0.01, 1.44, -0.01, 0.00, -0.04, -0.03, 0.00, 0.01, 0.00, 0.01, 0.05, -0.01, 0.00, 0.00, -0.02, 0.09, 0.04, -0.01, 0.00, 0.00, 0.11, -0.02, 0.04, 0.02, 0.00, 0.00, 0.00, 0.05, 0.07, 0.00, 0.00, 0.03, 0.06, 0.11, -0.02, 0.01, 0.09, 0.00, -0.01, 0.00, 0.00, 0.00, 0.00, 0.00, -0.01, 0.00, 0.00, 0.00, -0.05, 0.00, 0.00, 0.00, 0.00, 0.00, 0.00, 0.00, 0.00, -0.01, 0.00, 0.00, 0.00, 0.00, 0.00, 0.00, 0.00]}

---

Record 4
{"formula": "C4H8N2O3", "method": "ωB97M-V/def2-TZVPD", "energy_ev": -13396.9758, "e_lumo_ev": 0.384, "relative_energy_kcal_mol": 108.7, "elements": ["O", "O", "O", "N", "N", "C", "C", "C", "C", "H", "H", "H", "H", "H", "H", "H", "H"], "coordinates": [[0.53895, -0.32016, -1.86233], [2.65615, -1.15386, 0.40736], [-1.81905, -1.20868, 0.41222], [0.85485, 2.59833, 0.14449], [-2.15021, 0.94305, -0.23589], [0.63366, 0.15483, -0.47206], [1.27349, -0.78182, 0.60769], [-1.36650, 0.09847, 0.47815], [0.85554, 1.51344, -0.22670], [0.70736, -1.67172, 0.72779], [-2.14996, 1.89032, 0.00045], [-2.34329, -1.45428, -0.37062], [-2.46477, 0.52322, -1.14297], [-0.92552, 0.33372, 1.44503], [1.30082, -0.78064, -1.89703], [3.12670, -0.37757, 0.41398], [1.27177, -0.30667, 1.57045]], "atomic_forces_ev_per_a": [[-3.50, 3.19, 3.00], [-2.37, -2.86, -0.57], [0.94, 0.10, 0.56], [0.10, 1.27, 0.30], [-0.47, -2.05, -0.61], [-1.90, -2.54, 1.07], [0.92, 0.97, -1.33], [1.03, -1.54, -2.09], [-0.13, -0.30, -0.52], [-0.38, -0.98, -0.34], [-0.01, 1.51, -0.36], [0.41, 0.66, 0.27], [0.41, 1.50, 1.25], [-0.60, 0.27, -0.17], [4.12, -2.81, -0.95], [1.95, 2.84, 0.04], [-0.53, 0.76, 0.45]], "mulliken_charge": [-0.54, -0.55, -0.49, -0.55, -0.41, 0.41, -0.73, -0.15, 0.31, 0.39, 0.25, 0.31, 0.23, 0.48, 0.34, 0.32, 0.37]}